# 1
DFT (ωB97M-V/def2-TZVPD) results for a structure of composition C9H22BCaO5S2Si at a distorted geometry.

Structure (XYZ):
```
41
Properties=species:S:1:pos:R:3:forces:R:3:lowdin_charge:R:1
C 0.8168 -2.1794 1.2964 0.263 -0.198 -0.126 -0.14
Si 1.7240 -0.8565 0.3456 -0.445 0.488 0.608 0.63
C 2.8194 -1.7800 -1.0048 -1.414 -0.374 -0.134 -0.31
C 3.0320 -0.0669 1.4070 0.208 -0.124 -0.203 -0.15
C 0.7894 0.4488 -0.6023 0.235 -0.165 -0.628 -0.50
C -0.5556 0.0335 -1.2592 -0.035 0.145 0.172 -0.13
C -1.7602 0.7277 -0.6295 -0.118 -0.162 -0.093 -0.17
C -2.1264 0.1814 0.7485 0.113 0.108 -0.066 -0.22
C -3.5721 0.4589 1.1360 -0.067 0.132 0.250 -0.21
S -4.8097 -0.6883 0.5374 0.218 -0.063 -0.278 0.60
O -5.5311 -1.1951 1.6514 -0.161 0.004 0.113 -0.26
O -5.4565 -0.1284 -0.6098 -0.115 0.119 0.002 -0.28
O -3.9566 -1.9274 -0.0209 0.202 -0.104 -0.225 -0.17
C 1.7530 1.0070 -1.6956 -0.092 0.109 -0.147 -0.26
O 1.4472 2.3421 -1.7561 0.136 0.015 -0.040 -0.05
B 1.3464 2.7324 -0.3340 0.359 -0.115 0.152 -1.04
S 0.3680 4.3388 -0.1471 -0.178 0.034 -0.103 0.72
O 0.6695 1.5232 0.2894 0.153 -0.032 0.205 -0.11
H 1.2817 -3.1658 1.2021 -0.028 -0.011 -0.007 0.03
H -0.2240 -2.2755 0.9924 -0.014 0.007 0.028 0.03
H 0.8621 -1.9231 2.3561 -0.155 0.045 -0.002 0.05
H 3.4707 -2.4155 -0.4151 -1.743 -0.357 1.505 -0.08
H 2.2201 -2.4263 -1.6547 -0.020 0.084 -0.033 0.09
H 3.3404 -0.9984 -1.5748 -0.254 0.401 -0.006 -0.01
H 2.5407 0.3478 2.2880 0.064 0.023 0.040 0.06
H 3.8076 -0.7665 1.7517 -0.033 -0.003 0.089 0.03
H 3.4986 0.7712 0.8850 -0.024 0.059 0.063 0.03
H -0.6962 -1.0558 -1.2045 -0.015 0.009 -0.065 0.10
H -0.5270 0.3035 -2.3170 0.045 -0.017 -0.012 0.12
H -2.6115 0.6214 -1.3096 -0.008 -0.066 0.003 0.12
H -1.5490 1.7949 -0.5533 -0.051 0.021 -0.024 0.12
H -1.9355 -0.8914 0.7871 -0.081 -0.047 0.068 0.08
H -1.4887 0.6466 1.5018 0.044 0.031 -0.028 0.12
H -3.7016 0.4598 2.2164 -0.034 -0.053 0.004 0.10
H -3.9084 1.4224 0.7514 0.043 0.041 0.038 0.12
H -3.8898 -1.8237 -0.9857 -0.093 -0.025 0.231 0.10
H 2.8264 0.8960 -1.3886 0.037 -0.016 0.030 0.09
H 1.6309 0.5032 -2.6649 -0.063 0.059 0.000 0.13
H 2.4949 2.8521 0.1603 -0.271 -0.037 -0.074 0.09
H 0.5794 4.4464 1.1674 0.036 0.041 0.078 -0.17
Ca 4.9807 -2.2952 -1.3440 3.356 -0.006 -1.385 1.69
```
Forces are in eV/Å.

The HOMO energy is -9.434 eV. The calculation puts the HOMO-LUMO gap at 1.9 eV. As for the largest force on an atom: 0.071 hartree/bohr. Its charge is +1. Its multiplicity is 1.

=====

# 2
DFT (ωB97M-V/def2-TZVPD) results for a structure of composition C9H22Cl2O3P2Sc at a distorted geometry.

Structure (XYZ):
```
39
Properties=species:S:1:pos:R:3:forces:R:3:lowdin_charge:R:1
Sc -0.5050 0.0273 -0.2243 -0.089 -2.151 -2.852 0.31
H 0.1828 1.4428 0.2774 3.591 2.482 -1.207 0.07
H 0.8690 0.8858 -0.1328 1.404 4.967 2.650 0.10
P -2.3235 1.3762 0.4777 -3.452 2.326 0.875 0.72
P 0.9881 -1.3251 -1.4919 2.077 -2.194 -2.567 0.74
C 1.6070 -2.8248 -0.6457 -0.069 -0.154 0.417 -0.22
H 2.2020 -3.4441 -1.3380 -0.293 0.271 0.193 0.07
H 2.2297 -2.5403 0.2181 -0.245 -0.100 -0.482 0.01
H 0.7521 -3.4083 -0.2720 0.249 0.062 -0.199 0.06
C 0.1314 -1.9750 -2.9579 -0.009 -0.218 -0.276 -0.26
H -0.2141 -1.1303 -3.5742 0.123 -0.326 0.068 0.05
H 0.8065 -2.6185 -3.5418 -0.289 0.209 0.039 0.06
H -0.7508 -2.5478 -2.6366 0.304 0.165 -0.134 0.05
C 2.5034 -0.5660 -2.1762 0.253 0.209 -0.118 -0.23
H 3.1690 -0.2448 -1.3593 -0.305 -0.208 -0.344 0.01
H 3.0404 -1.2840 -2.8202 -0.243 0.297 0.229 0.07
H 2.2285 0.3215 -2.7693 0.147 -0.328 0.093 0.06
C -3.7826 1.0278 -0.5790 -0.062 -0.069 -0.045 -0.26
H -4.6378 1.6493 -0.2730 0.269 -0.144 -0.153 0.06
H -3.5206 1.2351 -1.6282 -0.190 -0.043 0.306 0.05
H -4.0427 -0.0375 -0.4947 0.100 0.377 -0.030 0.05
C -2.9560 1.0991 2.1719 0.197 -0.231 0.255 -0.23
H -2.1795 1.3765 2.9019 -0.286 -0.038 -0.195 0.06
H -3.8655 1.6936 2.3570 0.351 -0.209 -0.139 0.07
H -3.1810 0.0295 2.3056 -0.010 0.354 -0.024 0.06
C -2.1645 3.1952 0.3742 0.101 0.185 0.025 -0.25
H -1.8544 3.4734 -0.6459 -0.143 -0.019 0.352 0.06
H -3.1193 3.6885 0.6172 0.343 -0.176 -0.117 0.06
H -1.3880 3.5364 1.0766 -0.256 -0.087 -0.233 0.06
C -0.1686 -0.8360 1.5402 -0.620 -1.913 3.402 -0.14
O -0.0435 -1.3854 2.4963 0.358 -0.754 1.400 0.27
H -1.5759 -1.0031 -0.6469 -3.499 -2.701 -0.944 -0.07
Cl 3.6961 -0.4856 3.7206 -0.059 0.187 -0.138 0.64
C 3.6691 0.1006 2.0473 -0.105 0.071 -0.091 -0.95
Cl 4.4128 -1.1235 0.9892 -0.105 0.349 0.066 0.64
C 2.1963 0.4803 1.6875 2.007 -2.031 -1.547 -0.71
O 1.6468 1.3092 2.3070 -1.614 1.966 1.450 0.12
O 1.6770 -0.1878 0.6654 0.197 0.000 -0.113 -0.36
H 4.2656 1.0196 1.9766 -0.125 -0.380 0.129 0.08
```
Forces are in eV/Å.

The HOMO energy is -12.767 eV. The calculation puts the HOMO-LUMO gap at 8.0 eV. As for the largest force on an atom: 0.113 hartree/bohr. The energy relative to the best compared isomer or geometry (same formula, charge and spin) comes out at 4.567 eV. Its charge is +1. Its multiplicity is 1.

=====

# 3
DFT (ωB97M-V/def2-TZVPD) results for a cluster of 3 separate species, C9H22I2N2O7P in total.

Structure (XYZ):
```
43
Properties=species:S:1:pos:R:3:forces:R:3:lowdin_charge:R:1
C 0.2310 1.8126 -2.4357 -0.015 0.097 -0.012 -0.15
O 1.3439 0.9572 -2.3927 0.089 0.058 -0.145 -0.26
C 1.0132 -0.4034 -2.7036 -0.006 0.039 0.177 -0.30
P 0.2011 -1.3377 -1.2497 -0.130 -0.097 -0.087 0.51
C -0.3987 -2.3474 0.3624 0.096 0.013 0.130 -0.78
I -2.5061 -2.9393 0.3739 -0.057 -0.004 0.050 0.84
C -0.1638 -1.6321 1.6838 -0.123 0.036 -0.068 -0.87
C -0.4875 -2.3438 2.9911 -0.008 -0.023 0.002 -0.26
I 1.9475 -1.0815 1.9130 0.102 0.087 0.005 0.75
O 0.0533 -2.7669 -2.2400 0.029 -0.041 0.014 -0.33
C -1.1736 -2.9191 -2.8941 -0.017 0.003 0.031 -0.31
C -1.8757 -1.5565 -2.8558 -0.053 0.110 -0.009 -0.31
O -1.4173 -0.8863 -1.7225 0.105 0.070 -0.053 -0.40
H -0.3833 1.6151 -3.3253 0.012 0.022 -0.017 0.09
H -0.4201 1.7293 -1.5612 0.033 -0.140 0.009 0.08
H 0.6142 2.8338 -2.4883 -0.136 0.027 0.040 0.05
H 0.4042 -0.4136 -3.6181 -0.042 -0.023 -0.016 0.07
H 1.9621 -0.8949 -2.9288 0.000 -0.002 0.018 0.08
H 1.4852 -1.8082 -0.8327 0.071 -0.033 -0.016 -0.03
H 0.2507 -0.1561 -0.4393 0.002 0.016 0.035 0.00
H 0.1020 -3.3161 0.3492 0.015 0.003 0.022 0.03
H -0.6394 -0.6517 1.6469 -0.027 -0.025 -0.015 0.06
H -1.4819 -2.7851 2.9475 -0.031 0.024 0.008 0.00
H 0.2350 -3.1324 3.2030 -0.044 -0.063 -0.068 0.05
H -0.4631 -1.6380 3.8200 0.059 -0.012 0.009 0.03
H -1.0182 -3.2536 -3.9275 0.042 0.021 -0.015 0.11
H -1.7845 -3.6699 -2.3803 0.013 -0.024 -0.074 0.05
H -2.9656 -1.6675 -2.8063 0.011 -0.046 0.039 0.10
H -1.6413 -0.9777 -3.7623 -0.025 -0.027 -0.034 0.09
C -1.2211 0.5567 7.8084 0.007 0.007 -0.024 0.04
N -1.1995 -0.2610 6.5620 0.038 0.021 -0.003 -0.45
O -2.0129 -0.0003 5.7031 -0.017 -0.015 0.010 0.08
O -0.3580 -1.1318 6.5019 -0.031 -0.012 0.036 0.07
H -2.0149 1.2880 7.7200 0.001 0.001 0.004 0.09
H -1.3820 -0.1276 8.6358 0.000 0.001 0.002 0.10
H -0.2439 1.0212 7.8998 0.000 0.002 0.002 0.10
C 2.7077 4.3145 -3.5715 0.053 -0.053 0.019 0.04
N 2.2220 5.6420 -3.1029 -0.001 0.004 -0.064 -0.45
O 2.9665 6.5952 -3.2320 0.008 0.001 0.025 0.05
O 1.1069 5.6900 -2.6319 -0.002 0.004 0.015 0.06
H 3.7033 4.4532 -3.9735 0.002 -0.024 -0.004 0.09
H 2.6960 3.6323 -2.7254 -0.009 -0.001 0.001 0.10
H 2.0063 3.9586 -4.3202 -0.014 -0.002 0.017 0.10
```
Forces are in eV/Å.

The HOMO energy is -4.179 eV. The calculation puts the HOMO-LUMO gap at 6.3 eV. As for the largest force on an atom: 0.004 hartree/bohr. Its charge is -1. Its multiplicity is 1.

=====

# 4
DFT (ωB97M-V/def2-TZVPD) results for the ion C9H22N3 with charge +1 at a distorted geometry.

Structure (XYZ):
```
34
Properties=species:S:1:pos:R:3:forces:R:3:lowdin_charge:R:1
C 0.5406 2.7608 0.7979 -1.029 -1.790 1.371 0.09
C 0.4604 1.4301 0.8525 2.215 0.980 -0.567 -0.14
C -2.5570 0.7460 0.7544 -0.598 -2.420 1.139 -0.04
C -2.4229 -1.7544 0.4300 -1.251 3.415 -0.803 -0.03
C -1.1293 0.1454 -1.9003 2.569 -0.785 0.910 -0.02
C 3.3494 0.2871 0.0249 -3.600 2.267 2.890 0.10
C 0.7392 0.4972 -0.2628 -1.901 0.577 -2.661 -0.23
C -1.6108 -0.4423 0.5607 1.065 0.706 1.740 -0.42
C -0.5777 -0.3037 -0.5495 0.310 -3.163 -0.407 -0.33
N 1.7747 -1.1189 1.1707 -1.636 -2.011 1.431 0.09
N 1.9991 -1.4250 -1.0982 1.436 -0.083 -2.033 0.12
N 1.8954 -0.4627 -0.0972 2.778 0.954 2.238 -0.35
H 0.4070 3.3148 1.6963 -0.131 0.336 0.643 0.07
H 0.3698 3.2988 -0.0629 0.627 1.114 -2.169 0.05
H 0.3380 0.9357 1.7630 -0.003 -0.454 1.530 0.09
H -2.2424 1.6865 1.0751 1.438 1.432 0.093 0.05
H -2.9818 0.8066 -0.2127 -1.613 0.555 -0.550 0.07
H -3.2010 0.4533 1.6265 -0.298 0.144 -1.346 0.11
H -1.7976 -2.5536 0.3065 1.639 -2.301 0.268 0.04
H -3.0420 -1.7544 -0.5061 -0.015 0.194 1.098 0.11
H -2.9627 -1.7083 1.3664 -0.701 -0.987 -0.209 0.09
H -0.9327 1.1744 -1.8385 -0.685 1.785 -0.766 0.07
H -0.4555 -0.2710 -2.6697 -0.667 0.201 -0.087 0.10
H -2.1256 -0.1377 -1.9961 -1.646 -0.250 -0.642 0.07
H 3.3526 0.7081 1.1331 0.243 -1.369 -2.267 0.15
H 4.0522 -0.4550 -0.2028 1.116 -0.763 -0.216 0.07
H 3.3147 1.2119 -0.5639 0.109 -0.730 -0.463 0.10
H 0.9339 1.0809 -1.2498 0.266 -0.996 1.732 0.18
H -1.0388 -0.5457 1.5205 -0.307 -0.175 -0.621 0.13
H -0.3986 -1.4366 -0.6600 0.627 1.471 -0.094 0.13
H 0.9328 -1.7997 1.1154 1.755 1.527 -0.089 0.15
H 2.5951 -1.7365 1.4256 -0.921 1.137 -1.063 0.14
H 2.8923 -1.2256 -1.6075 -1.487 -0.489 0.110 0.13
H 1.1807 -1.3863 -1.6997 0.298 -0.031 -0.135 0.09
```
Forces are in eV/Å.

The HOMO energy is -13.499 eV. The calculation puts the HOMO-LUMO gap at 10.8 eV. As for the largest force on an atom: 0.100 hartree/bohr. The structure (SMILES) is C=C[C@H]([C@H](C)C(C)C)[N+](C)(N)N. The energy relative to the best compared isomer or geometry (same formula, charge and spin) comes out at 3.343 eV. Its charge is +1. Its multiplicity is 1.

=====

# 5
DFT (ωB97M-V/def2-TZVPD) results for a structure of composition C9H23BrGaO3S.

Structure (XYZ):
```
38
Properties=species:S:1:pos:R:3:forces:R:3:lowdin_charge:R:1
C -1.1406 -1.2637 1.0528 0.057 -0.071 -0.004 -0.14
C -0.8828 0.1562 0.5604 0.041 0.075 0.140 -0.37
C -1.2749 0.3463 -0.9098 -0.099 -0.196 0.003 -0.33
Ga -3.1918 1.0016 -1.2486 0.147 0.020 -0.031 0.27
C -4.3763 0.4366 0.3706 0.020 -0.054 0.011 -0.77
Br -5.9424 1.6812 0.4223 -0.122 0.025 -0.052 0.44
C -4.9053 -0.9971 0.5118 -0.019 -0.021 -0.017 -0.42
C -5.0035 -1.7918 -0.7858 -0.030 0.030 -0.044 -0.16
H -0.5191 -1.9814 0.5052 0.001 0.028 0.014 0.06
H -0.9400 -1.3835 2.1232 0.006 0.020 -0.022 0.06
H -2.1770 -1.5489 0.8757 -0.049 -0.010 -0.019 0.04
H -1.4441 0.8455 1.2052 0.055 0.009 -0.036 0.08
H 0.1752 0.3988 0.7356 -0.004 -0.014 -0.035 0.07
H -1.1436 -0.6089 -1.4371 0.097 0.040 0.022 0.03
H -0.5806 1.0469 -1.3839 -0.099 0.046 -0.047 0.03
H -3.2216 2.6093 -1.3136 0.016 -0.017 0.078 -0.10
H -3.7722 0.3549 -2.6056 -0.029 0.016 0.003 -0.09
H -3.8804 0.7051 1.3047 -0.017 0.052 -0.034 0.00
H -5.8882 -0.9937 0.9941 0.050 0.002 0.058 0.06
H -4.2431 -1.5280 1.2050 0.032 -0.017 -0.040 0.08
H -5.3758 -2.8029 -0.5905 -0.003 0.019 -0.022 0.06
H -5.6768 -1.3034 -1.4937 0.014 -0.005 0.039 0.06
H -4.0336 -1.8667 -1.2828 -0.025 -0.003 0.052 0.04
O 3.2824 -0.2616 -1.1606 -0.002 -0.028 -0.045 -0.27
S 3.5856 0.1056 0.1881 0.007 0.084 -0.092 0.56
O 3.0143 1.2904 0.7429 -0.002 0.045 0.058 -0.27
O 5.1748 0.1734 0.3381 0.000 -0.019 0.064 -0.27
C 5.8844 0.9243 -0.6790 0.019 -0.049 -0.041 -0.26
C 5.7993 2.4182 -0.4573 0.006 -0.009 0.029 -0.07
C 3.2896 -1.2466 1.2674 -0.052 -0.011 -0.001 -0.11
H 5.4917 0.6351 -1.6540 -0.002 0.000 -0.002 0.11
H 6.9081 0.5640 -0.5959 0.002 0.013 0.013 0.12
H 4.7836 2.7837 -0.5946 -0.004 -0.006 -0.001 0.07
H 6.4524 2.9213 -1.1723 -0.004 0.008 -0.004 0.08
H 6.1234 2.6737 0.5516 0.007 0.007 -0.007 0.08
H 3.7612 -2.1344 0.8567 -0.004 -0.005 0.004 0.07
H 2.2065 -1.3608 1.3038 -0.003 -0.003 0.003 0.07
H 3.6812 -0.9985 2.2499 -0.009 0.000 0.005 0.07
```
Forces are in eV/Å.

The HOMO energy is -4.361 eV. The calculation puts the HOMO-LUMO gap at 6.6 eV. As for the largest force on an atom: 0.004 hartree/bohr. Its charge is -1. Its multiplicity is 1.

=====

# 6
DFT (ωB97M-V/def2-TZVPD) results for a structure of composition C9H23HoN5O6 at a distorted geometry.

Structure (XYZ):
```
44
Properties=species:S:1:pos:R:3:forces:R:3:lowdin_charge:R:1
O -0.0013 0.3566 -5.1889 -0.744 -0.192 0.603 -0.12
H -0.5875 -0.0584 -5.8470 0.573 0.217 0.227 0.09
Ho 0.0006 0.0081 -0.0775 2.397 3.173 -1.823 1.46
N 0.3350 1.6833 1.2695 1.779 0.784 -1.571 -0.34
N 1.5405 1.0098 -1.1381 0.148 2.227 2.645 -0.35
N -1.0775 -1.1126 1.3820 -1.747 -3.331 2.343 -0.15
N -0.1781 -1.7652 -1.1218 -1.171 -4.556 -1.413 -0.13
O -0.3840 1.8610 2.3382 -0.204 0.206 1.024 -0.17
O -1.4911 -0.6997 2.6621 0.220 -1.382 -1.732 0.03
O 0.4045 -1.9857 -2.3767 -1.342 -0.817 1.387 0.04
O 2.1402 0.3444 -2.0497 0.278 -0.055 -1.157 -0.14
C 1.9675 2.0801 -0.4629 0.167 -1.261 -2.122 -0.27
C 1.3367 2.4388 0.8079 -2.013 -0.509 1.422 -0.26
C -1.2761 -2.3716 0.9276 -0.422 3.759 3.276 -0.22
C -0.7383 -2.7246 -0.3706 2.086 1.460 -4.332 -0.22
C 1.7006 3.5789 1.6520 0.492 0.904 0.299 -0.01
H 1.9579 3.2182 2.6559 -0.175 0.126 -0.108 0.10
H 0.8331 4.2455 1.7507 0.156 -0.148 0.128 0.11
H 2.5360 4.1586 1.2726 0.024 0.006 -0.032 0.08
C 3.0728 2.7875 -1.1138 0.969 0.560 -0.040 -0.02
H 2.7798 3.0262 -2.1463 0.166 -0.142 0.216 0.11
H 3.9490 2.1271 -1.1662 -0.083 0.176 -0.120 0.10
H 3.3559 3.7061 -0.6167 0.095 0.119 0.065 0.07
C -1.9930 -3.3332 1.7650 -0.614 -0.928 0.233 0.01
C -0.8197 -4.0791 -0.9203 -0.031 -1.186 0.186 0.02
H -2.6618 -2.8686 2.4986 0.390 0.168 -0.234 0.11
H -1.2799 -3.9634 2.3120 -0.116 0.000 -0.070 0.13
H -2.6014 -3.9768 1.1282 0.068 -0.182 0.111 0.10
H -0.0577 -4.2985 -1.6763 -0.169 0.399 0.164 0.11
H -1.8035 -4.2311 -1.3818 0.081 -0.039 0.093 0.13
H -0.7007 -4.7983 -0.1127 -0.162 -0.243 -0.056 0.10
H -1.1678 0.2586 2.7119 0.167 0.201 -0.247 0.09
H 0.6069 -1.0771 -2.7224 0.527 -0.334 0.355 0.09
C -0.8857 0.7798 -4.1311 -0.118 0.212 -0.749 -0.16
H -0.3788 1.5136 -3.4730 -0.013 -0.691 -0.311 0.08
H -1.3154 -0.0909 -3.5882 0.327 0.419 0.028 0.07
H -1.7255 1.3096 -4.5956 -0.054 0.006 0.344 0.09
O -2.0341 1.1019 -0.1952 0.594 -0.929 0.068 -0.07
H -2.0489 0.2049 0.2506 -1.638 1.754 0.159 0.03
H -1.3594 1.6617 0.2800 -1.410 0.371 0.445 0.04
N 1.9512 -1.0526 0.8707 -0.530 -0.148 -0.089 0.04
H 2.3969 -1.5286 0.0892 0.298 0.076 0.276 0.07
H 1.6474 -1.7071 1.5848 0.593 0.018 0.053 0.07
H 2.5477 -0.3265 1.2524 0.159 -0.269 0.059 0.07
```
Forces are in eV/Å.

The HOMO energy (alpha / beta) is -10.436 / -10.433 eV. The calculation puts the HOMO-LUMO gap (alpha / beta) at 4.8 / 4.8 eV. As for the expectation value of S²: 6.00. As for the largest force on an atom: 0.098 hartree/bohr. Its charge is +1. Its multiplicity is 5.

=====

| no. | E (Ha) |
| --- | --- |
| 1 | -2520.31313 |
| 2 | -2945.22904 |
| 3 | -1928.85239 |
| 4 | -519.97378 |
| 5 | -5479.40149 |
| 6 | -2029.53538 |